(1)
13
Properties=species:S:1:pos:R:3:forces:R:3 method="wB97M-V/def2-TZVPD" total_charge=0
C 1.3607 -0.5236 -0.6513 0.104 -0.036 -0.106
C 0.5949 0.7437 -0.2687 0.303 0.410 -0.065
C -0.8235 0.1888 -0.5271 -0.215 0.006 -0.197
C -1.1845 0.4968 0.9188 -0.280 0.130 0.191
N 0.2494 0.0945 1.0817 0.033 0.069 0.354
C 0.0557 -0.9746 0.0048 -0.031 -0.513 0.072
H 1.5773 -0.7828 -1.6890 -0.193 0.172 0.037
H 2.2328 -0.6538 0.0017 -0.115 -0.175 -0.253
H 0.9032 1.7921 -0.3286 0.008 -0.183 0.099
H -1.4403 0.2555 -1.4324 0.227 -0.108 0.108
H -1.8576 -0.1962 1.4372 -0.046 0.165 -0.118
H -1.3742 1.5313 1.2214 -0.080 -0.073 -0.121
H -0.3296 -1.9652 0.2729 0.288 0.136 -0.002

***

(2)
120
Properties=species:S:1:pos:R:3:forces:R:3 method="wB97M-V/def2-TZVPD" total_charge=-1
Cl 0.7911 -0.9457 0.4325 -2.384 0.117 1.571
O 0.1942 -1.6523 1.5588 0.310 -0.652 -0.330
O 0.0110 -1.2137 -0.7581 0.604 -0.072 -0.023
O 0.6532 0.4495 0.7717 1.152 0.401 -0.383
O 2.1528 -1.3157 0.2968 0.985 -0.321 -0.630
O -2.6627 -5.5717 -2.3099 0.081 0.134 0.935
S -3.0334 -4.5395 -1.3805 -0.655 0.482 -0.724
O -3.4684 -3.2819 -1.9247 0.216 -0.128 0.352
O -4.2579 -5.1311 -0.5200 0.505 -0.545 -0.776
C -4.9829 -4.2691 0.3365 -0.141 0.388 1.997
C -5.6116 -5.1380 1.4325 -0.552 0.253 -0.729
C -1.8123 -4.2234 -0.0998 -0.900 -0.041 -0.322
H -5.7569 -3.6895 -0.1623 0.219 -0.066 -0.397
H -4.3278 -3.5755 0.8746 0.150 0.098 -0.711
H -6.4562 -5.6353 0.9509 0.150 -0.543 0.365
H -6.0304 -4.5437 2.2458 0.103 0.261 -0.130
H -4.8918 -5.8282 1.8661 -0.030 -0.177 -0.183
H -2.3503 -4.4572 0.8155 0.324 -0.064 0.210
H -1.6318 -3.1518 -0.1470 0.482 -0.104 -0.017
H -0.9457 -4.8613 -0.2322 0.091 0.148 -0.031
O 5.5122 -1.7831 -3.3796 0.398 0.530 0.527
S 5.8335 -1.5835 -1.9930 -0.822 -0.954 1.175
O 7.1950 -1.4023 -1.5329 -1.039 0.382 -0.502
O 4.8413 -0.3928 -1.4801 1.576 -0.742 -0.978
C 5.0641 0.1622 -0.1835 -0.731 0.520 1.061
C 4.0295 1.2937 -0.1154 0.729 -0.085 0.823
C 5.0740 -2.9633 -1.1004 -0.064 1.048 -0.616
H 6.0959 0.4392 0.0424 0.058 0.327 -0.805
H 4.8497 -0.5769 0.5973 -0.348 -0.151 -0.223
H 3.0499 0.8226 -0.0895 -0.095 0.297 -0.347
H 4.1722 2.0349 -0.8984 -0.158 -0.249 -0.279
H 4.1303 1.8725 0.8081 0.117 -0.212 0.137
H 5.2599 -2.9318 -0.0314 0.428 -0.112 -0.080
H 5.3985 -3.8538 -1.6279 0.004 -0.194 0.309
H 4.0088 -2.7974 -1.2373 0.020 -0.301 -0.066
O 3.4659 4.5735 -0.4949 -0.101 0.475 0.487
S 2.7499 4.9328 0.7031 -1.510 -0.897 0.275
O 3.4298 4.9374 1.9747 -0.130 0.345 -0.728
O 1.9756 6.3487 0.4553 0.509 -1.001 0.185
C 2.7547 7.3788 -0.1204 0.821 1.552 -0.583
C 1.8570 8.4611 -0.6981 -0.472 0.122 0.330
C 1.2534 3.8773 0.8189 1.359 0.873 -0.248
H 3.4113 7.0415 -0.9273 -0.251 -0.553 0.082
H 3.4344 7.8314 0.6101 -0.228 -0.200 0.289
H 2.4456 9.3183 -1.0272 0.214 -0.223 -0.214
H 1.1664 8.8868 0.0340 0.013 -0.293 0.168
H 1.2545 8.0845 -1.5242 0.103 -0.010 -0.064
H 1.6231 2.9091 0.4841 -0.217 -0.103 0.015
H 0.5306 4.2999 0.1268 -0.041 -0.214 -0.001
H 0.9040 3.8391 1.8453 0.049 0.118 0.042
O -3.0275 3.5302 -2.4016 1.041 -0.047 0.502
S -1.9624 2.8120 -1.7521 0.189 -2.501 0.872
O -0.5876 3.2528 -1.6450 -0.697 0.607 -0.674
O -2.4486 2.5604 -0.2248 -0.393 0.575 -1.085
C -1.5490 1.8468 0.6515 -0.407 0.506 0.642
C -1.9774 2.1842 2.0757 0.546 -0.420 0.284
C -1.9208 1.0623 -2.3565 -1.119 1.764 1.020
H -0.5365 2.2080 0.4905 -0.278 -0.293 -0.186
H -1.6171 0.7784 0.4539 -0.013 0.138 -0.112
H -1.6082 1.4395 2.7875 0.073 -0.103 -0.280
H -3.0574 2.1831 2.2147 -0.042 0.295 -0.225
H -1.5148 3.1184 2.3943 -0.418 0.274 -0.079
H -2.9279 0.7211 -2.1130 -0.068 -0.087 -0.355
H -1.2429 0.4973 -1.7233 0.474 0.069 -0.446
H -1.7432 1.1065 -3.4216 0.264 -0.295 0.009
O -7.4829 -0.8169 3.4084 0.214 -0.269 0.075
S -6.1897 -1.1610 3.9123 0.985 0.393 -0.828
O -6.0418 -2.1720 4.9248 0.061 0.502 -0.339
O -5.2958 -1.5508 2.6125 -1.016 -0.307 0.567
C -3.9449 -2.0123 2.8606 0.129 -0.108 -0.155
C -3.0450 -1.2069 1.9998 1.344 1.920 -0.787
C -5.3569 0.3801 4.3509 -0.488 -0.748 0.154
H -3.8412 -3.0665 2.5925 -0.451 -0.031 0.482
H -3.7476 -1.8571 3.9206 0.377 -0.267 -0.066
H -3.1229 -0.1508 2.2802 -0.106 -0.128 0.115
H -3.1868 -1.1766 0.9140 -0.840 -0.629 0.072
H -1.9651 -1.3881 2.0407 -0.232 -0.526 0.656
H -5.5405 1.0617 3.5259 -0.093 0.028 0.029
H -4.2884 0.2295 4.4900 -0.010 -0.118 0.129
H -5.8458 0.7018 5.2687 0.145 0.193 -0.011
O 0.0129 -0.1051 -4.3467 1.102 0.098 -0.612
S 1.2484 0.6202 -4.5325 -0.010 0.751 0.867
O 2.3287 0.1549 -5.3676 -0.918 0.018 0.118
O 0.8077 2.1213 -4.9947 0.304 -0.587 0.186
C 1.2394 2.5592 -6.2824 0.890 -0.076 -1.048
C 0.5579 1.7921 -7.4070 -0.299 0.068 0.224
C 1.9024 0.9975 -2.9268 -0.070 0.436 0.359
H 2.3260 2.4677 -6.3842 -0.029 -0.332 0.248
H 1.0962 3.6353 -6.3752 -0.649 -0.056 0.469
H -0.4874 1.6314 -7.1365 -0.061 0.124 -0.144
H 0.9991 0.8085 -7.5579 0.124 0.050 0.039
H 0.6045 2.3535 -8.3404 0.014 -0.016 0.000
H 1.9948 0.0744 -2.3585 -0.073 -0.039 -0.118
H 1.2374 1.6882 -2.4043 -0.342 -0.226 -0.135
H 2.8650 1.5039 -2.9635 0.081 -0.243 -0.486
O -1.1303 -0.6770 7.0184 0.434 0.480 -1.431
S -0.7834 -0.6294 5.6133 0.905 -0.305 0.055
O -1.7576 -0.2322 4.6135 0.613 -0.219 0.955
O 0.5582 0.2922 5.4435 -2.083 -0.801 0.905
C 1.0324 0.4431 4.0952 1.270 0.237 -0.162
C 2.4103 1.0768 4.3217 0.007 -0.483 0.220
C -0.0723 -2.2279 5.1588 -0.851 0.184 0.019
H 0.3270 1.0247 3.5041 0.162 0.052 0.053
H 1.1683 -0.5359 3.6324 -0.187 0.089 -0.100
H 2.3400 2.0190 4.8629 -0.072 0.224 -0.383
H 3.0354 1.1345 3.4315 -0.353 0.317 -0.193
H 2.9616 0.4196 5.0000 -0.084 -0.113 -0.014
H -0.7327 -3.0028 5.5467 -0.122 0.141 0.066
H 0.8988 -2.3352 5.6313 0.077 0.168 -0.113
H -0.0619 -2.3015 4.0722 0.281 0.066 0.011
C 0.6588 -5.0624 -3.3856 0.008 0.002 -0.155
S 1.4119 -4.0264 -2.1098 0.153 -0.413 0.084
O 2.4686 -4.8566 -1.4082 -0.557 0.548 -0.694
C 2.2244 -2.8295 -3.2119 -0.177 -0.481 0.654
H 1.4010 -5.7374 -3.8115 0.052 -0.106 0.238
H 0.2587 -4.4598 -4.2009 -0.061 0.208 0.185
H -0.1742 -5.5839 -2.9176 0.131 -0.239 -0.072
H 3.1595 -3.2559 -3.5691 0.046 0.105 -0.032
H 2.3768 -1.9841 -2.5438 0.287 0.179 -0.313
H 1.5515 -2.5757 -4.0264 -0.015 0.134 0.054

***

(3)
11
Properties=species:S:1:pos:R:3:forces:R:3 method="wB97M-V/def2-TZVPD" smiles="C=[N+](C=O)SC=S" total_charge=+1
C 1.7793 -0.5625 -0.1096 0.746 2.437 1.219
C -0.4969 -1.3324 0.0023 2.084 -2.670 -0.330
C -1.2426 1.6918 -0.1134 0.506 0.697 2.203
N 0.6187 -0.4401 0.3705 -2.190 2.179 -0.303
O -0.2560 -2.3999 -0.4378 -0.452 0.280 -0.037
S -2.0077 2.9953 0.4102 0.327 -0.742 -0.634
S -0.0789 1.0074 1.0786 0.575 1.125 1.113
H 2.4599 0.3513 -0.0069 -0.542 -1.844 -0.339
H 1.8674 -1.5351 -0.4705 1.405 -1.554 -1.234
H -1.3969 -0.8545 0.2341 -1.855 0.448 0.249
H -1.2464 1.0787 -0.9576 -0.605 -0.355 -1.907

***

(4)
9
Properties=species:S:1:pos:R:3:forces:R:3 method="wB97M-V/def2-TZVPD" smiles="NC(=S)CF" total_charge=0
C -0.6373 0.0220 -0.0219 0.459 0.178 0.116
C 0.5309 -0.9099 0.0835 -0.967 -0.056 0.768
H -0.9065 1.9144 -0.0141 0.473 0.885 -0.199
H 0.8116 1.4428 0.0142 0.704 0.375 0.085
H 0.6638 -1.3338 1.0595 -0.061 -0.019 0.692
H 0.2335 -1.6484 -0.5585 -0.028 -2.419 -1.765
N -0.1547 1.2492 -0.0618 -2.346 0.652 0.145
F 1.7013 -0.3469 -0.3245 0.784 0.401 -0.171
S -2.2426 -0.3893 -0.1764 0.982 0.004 0.328

***

(5)
80
Properties=species:S:1:pos:R:3:forces:R:3 method="wB97M-V/def2-TZVPD" s_squared=0.7590 spin_multiplicity=2 total_charge=0
Al -2.1457 -0.6048 2.0710 0.808 -0.167 0.384
C 1.4330 2.5944 4.7932 0.032 -0.082 0.006
N 0.1610 2.3980 4.1198 0.123 0.015 0.083
C -0.7913 3.4926 4.0543 -0.123 -0.010 -0.017
C -0.2020 1.1977 3.6014 -0.173 0.057 -0.033
N -1.3548 0.9382 3.1063 -0.255 0.080 -0.143
N 0.7887 0.2274 3.6050 0.097 0.106 -0.003
C 0.6534 -1.0864 3.2016 -0.040 -0.277 -0.024
N 1.7669 -1.8406 3.4017 0.009 0.088 0.020
N -0.4291 -1.5282 2.6881 -0.144 -0.140 0.069
H 1.4464 3.5807 5.2455 -0.020 0.014 -0.028
H 2.2742 2.5395 4.0933 0.011 0.022 0.042
H 1.5773 1.8731 5.6025 0.014 0.013 -0.013
H -0.2876 4.4228 4.2996 0.043 -0.027 0.009
H -1.6194 3.3523 4.7548 -0.005 0.006 -0.025
H -1.1934 3.5868 3.0435 0.008 0.008 0.007
H -2.0587 1.6559 3.2176 0.164 0.127 0.082
H 1.6819 0.4921 3.9755 0.026 0.002 -0.026
H 2.6191 -1.4624 3.7692 0.000 -0.003 0.020
H 1.7548 -2.8113 3.1493 0.004 -0.003 -0.031
H -0.4047 -2.5060 2.4192 0.067 -0.007 0.060
O -5.7120 -4.9603 3.8660 0.080 -0.055 0.046
C -4.8681 -4.1618 3.5673 -0.130 -0.059 0.002
C -4.4333 -2.9496 4.3894 0.025 0.039 0.285
O -4.6528 -2.7679 5.5666 -0.087 0.077 -0.084
C -3.6678 -2.1440 3.4491 0.012 -0.098 -0.358
C -3.4424 -2.8241 2.2570 -0.031 0.292 0.253
O -2.7113 -2.2250 1.3555 0.011 -0.277 -0.107
C -4.0494 -4.1478 2.2758 0.108 -0.234 -0.108
O -3.9205 -5.0749 1.5074 -0.062 0.106 -0.073
O -3.1404 -0.9570 3.5728 -0.255 -0.007 0.265
C 5.0415 -3.3401 -4.6787 -0.051 0.058 0.065
C 4.0211 -2.6799 -3.7911 0.023 -0.020 -0.013
C 2.6605 -2.8300 -4.0176 0.106 0.057 0.055
C 1.7205 -2.2493 -3.1704 -0.274 0.044 0.047
C 0.2497 -2.4661 -3.4305 0.115 -0.008 0.019
C 2.1521 -1.4778 -2.0928 -0.203 -0.124 0.079
Te 0.7179 -0.6416 -0.5688 0.404 0.136 -0.093
N -1.1925 -0.0716 0.3768 0.078 -0.056 -0.346
C -2.3104 0.5001 0.0494 -0.099 0.372 -0.352
O -3.1661 0.5937 1.0299 -0.066 0.025 -0.062
C -2.7193 1.0473 -1.2670 -0.184 -0.002 -0.066
C -2.2244 0.5320 -2.4592 -0.057 0.011 0.149
C -2.7053 1.0010 -3.6704 0.020 -0.033 -0.076
C -3.6769 1.9899 -3.6984 0.011 0.018 -0.009
C -4.1718 2.5105 -2.5105 -0.004 0.048 0.017
C -3.7035 2.0343 -1.2984 0.094 -0.043 0.006
C 0.9049 1.2597 -1.5059 -0.032 0.147 0.024
C 0.9137 1.3128 -2.8947 0.035 -0.133 0.024
C 0.9143 2.5268 -3.5602 0.005 0.034 -0.060
C 0.9074 3.7066 -2.8362 0.026 0.008 -0.009
C 0.9464 3.6617 -1.4516 0.019 -0.017 -0.075
C 0.9549 2.4499 -0.7689 -0.011 -0.154 0.134
C 1.0174 2.4386 0.7324 -0.040 -0.033 -0.078
C 3.5190 -1.3197 -1.8431 0.008 0.101 0.110
C 4.0304 -0.4996 -0.6836 -0.023 -0.021 -0.139
C 4.4318 -1.9223 -2.7004 -0.043 -0.024 -0.042
H 4.5666 -3.8319 -5.5260 0.028 -0.003 -0.019
H 5.6021 -4.0896 -4.1174 0.017 -0.019 -0.042
H 5.7563 -2.6073 -5.0552 0.013 -0.029 -0.039
H 2.3240 -3.4157 -4.8659 -0.024 -0.025 0.019
H 0.0929 -3.1805 -4.2373 -0.006 0.001 0.006
H -0.2424 -1.5312 -3.7097 -0.027 -0.024 -0.012
H -0.2457 -2.8444 -2.5346 -0.080 -0.009 -0.050
H -1.4931 -0.2645 -2.4255 -0.049 0.003 -0.040
H -2.3347 0.5835 -4.5980 0.020 -0.009 -0.002
H -4.0589 2.3452 -4.6466 0.007 0.011 -0.005
H -4.9368 3.2756 -2.5293 0.000 0.006 -0.009
H -4.0971 2.4030 -0.3615 -0.046 -0.007 -0.005
H 0.9247 0.3947 -3.4674 -0.023 -0.002 -0.014
H 0.9128 2.5463 -4.6421 -0.019 -0.002 -0.007
H 0.8843 4.6595 -3.3483 0.024 0.014 0.008
H 0.9782 4.5866 -0.8879 -0.010 -0.012 0.032
H 1.2069 3.4380 1.1255 -0.001 -0.015 0.001
H 1.8094 1.7641 1.0688 0.013 0.035 0.075
H 0.0770 2.0619 1.1321 -0.060 0.000 0.110
H 3.5581 -0.8043 0.2519 0.047 0.037 0.032
H 3.8073 0.5590 -0.8430 0.002 0.016 0.073
H 5.1092 -0.6118 -0.5801 -0.005 0.026 -0.002
H 5.4939 -1.8019 -2.5119 0.003 0.010 0.024

***

(6)
43
Properties=species:S:1:pos:R:3:forces:R:3 method="wB97M-V/def2-TZVPD" smiles="CCOc1cc(C)c(S(=O)(=O)Nc2ccc3cn[nH]c3c2)cc1C" total_charge=0
C -3.4465 -2.1130 1.5927 0.206 0.154 -0.352
C -3.1859 -1.1431 0.4447 -0.391 0.062 0.383
O -2.1919 -1.6101 -0.4495 0.354 -0.178 -0.176
C -0.8788 -1.4459 -0.1593 0.311 0.041 -0.046
C -0.3764 -0.8698 0.9984 -0.207 -0.021 -0.076
C 0.9878 -0.6443 1.1805 0.058 -0.020 0.021
C 1.8419 -1.0098 0.1532 0.650 0.075 0.109
C 1.3563 -1.6451 -0.9819 -0.258 -0.238 -0.056
C 0.0127 -1.8950 -1.1548 -0.019 0.062 0.057
C -0.5222 -2.5782 -2.3731 -0.020 0.034 0.083
H -1.0764 -3.4700 -2.0861 -0.064 -0.084 -0.082
H 0.2851 -2.8604 -3.0427 0.042 -0.028 -0.068
H -1.2164 -1.9235 -2.8978 -0.070 -0.019 -0.109
H 2.0707 -1.9397 -1.7359 -0.027 -0.086 -0.207
S 3.5135 -0.4016 -0.0749 -0.040 0.010 -0.360
O 4.0973 0.1364 1.1148 -0.289 0.087 0.001
O 4.2828 -1.3348 -0.8416 -0.176 -0.069 -0.215
N 3.1802 0.8860 -1.1460 0.686 -0.625 0.270
C 2.0164 1.5954 -0.8199 -0.745 0.612 0.017
C 0.8757 1.5039 -1.5961 0.336 0.007 -0.008
C -0.2685 2.1257 -1.1104 0.125 0.318 0.532
N -1.5446 2.1616 -1.5703 0.200 -0.105 -0.119
N -2.3568 2.8304 -0.7368 -0.653 0.207 0.079
C -1.6259 3.2519 0.2627 0.007 -0.115 -0.191
C -0.2752 2.8443 0.1111 0.128 -0.331 -0.480
C 0.9076 2.9664 0.8459 -0.048 -0.072 -0.135
C 2.0327 2.3395 0.3761 0.021 0.168 0.054
H 2.9622 2.3780 0.9195 0.094 0.079 0.085
H 0.9270 3.5315 1.7650 0.052 0.044 0.115
H -2.0673 3.8200 1.0570 -0.152 0.129 0.149
H -1.9194 1.7443 -2.4056 0.008 0.067 0.135
H 0.8664 0.9438 -2.5191 0.023 -0.145 -0.066
H 3.1836 0.5229 -2.0892 0.046 -0.124 -0.078
C 1.4553 -0.0694 2.4790 0.022 0.072 0.170
H 2.4951 0.2300 2.4204 -0.104 0.055 0.190
H 0.8427 0.7847 2.7601 -0.039 0.050 0.040
H 1.3570 -0.8244 3.2596 0.004 -0.039 0.064
H -1.0396 -0.5572 1.7893 -0.104 0.023 0.088
H -2.9288 -0.1448 0.8179 -0.007 -0.053 -0.111
H -4.0840 -1.0561 -0.1734 0.132 0.078 0.106
H -4.2499 -1.7312 2.2163 -0.086 0.030 0.095
H -2.5576 -2.2471 2.2038 0.042 -0.022 0.099
H -3.7380 -3.0822 1.1963 -0.046 -0.090 -0.003

***

no.,energy (a.u.)
1,-249.32851
2,-6515.20009
3,-1042.70225
4,-631.40025
5,-2530.39460
6,-1447.36746